[1]
DFT (ωB97M-V/def2-TZVPD) results for C23H34BrMnNO6PSSi as an isolated structure.

Computed properties:
- charge = +1
- highest occupied orbital energy (spin up / spin down) (eV) = -11.78 / -11.79
- 2S+1 = 2
- Kohn-Sham gap (spin up / spin down) (eV) = 6.018 / 7.318
- strongest force on any atom (eV/A) = 0.8

Atoms and positions in Å:
Mn  -0.6106  0.4267  0.7156
C  3.0479  -4.9061  1.8121
Si  2.7666  -3.7604  0.3660
C  1.2993  -4.3340  -0.6323
C  4.2922  -3.5902  -0.6900
C  2.4339  -2.0426  1.1303
C  3.3338  -1.4982  2.0569
C  3.1211  -0.2702  2.6726
C  1.9744  0.4350  2.3728
N  1.1096  -0.0675  1.4968
C  1.3316  -1.2451  0.8890
S  -0.0935  -1.4244  -0.1557
H  3.2184  -5.9240  1.4509
H  2.1747  -4.9257  2.4687
H  3.9168  -4.6207  2.4097
H  1.4990  -5.3523  -0.9777
H  1.1236  -3.7188  -1.5191
H  0.3802  -4.3658  -0.0394
H  4.5599  -4.5536  -1.1313
H  5.1501  -3.2440  -0.1090
H  4.1292  -2.8811  -1.5053
H  4.2302  -2.0541  2.3116
H  3.8291  0.1260  3.3862
H  1.7248  1.3843  2.8271
Br  -3.6709  -1.8917  1.1194
C  -2.3151  -2.8808  1.9889
C  -2.2973  -4.2485  1.7682
C  -1.3412  -5.0447  2.3815
C  -0.4052  -4.4809  3.2348
C  -0.4322  -3.1158  3.4652
C  -1.3757  -2.2999  2.8394
C  -1.2405  -0.8486  3.1699
O  -0.8763  -0.4275  4.2225
O  -1.4777  0.0053  2.1205
H  -3.0426  -4.6876  1.1194
H  -1.3415  -6.1118  2.1995
H  0.3285  -5.1023  3.7325
H  0.2705  -2.6527  4.1462
C  -2.8101  4.5195  1.0289
C  -2.2864  4.7048  -0.3840
C  -1.7113  6.0880  -0.6032
C  -3.3353  4.3534  -1.4267
O  -1.1017  3.8015  -0.5278
P  -1.1183  2.2959  -0.8808
O  -2.1053  1.4424  -0.0823
O  0.2314  1.6840  -0.3697
O  -1.3396  2.0697  -2.3981
C  -0.3606  2.2380  -3.5091
C  0.4912  3.4738  -3.2686
C  -1.2343  2.3865  -4.7373
C  0.4772  0.9715  -3.5576
H  -3.6305  5.2149  1.2051
H  -2.0235  4.7239  1.7560
H  -3.1789  3.5038  1.1737
H  -2.4973  6.8331  -0.4791
H  -1.3018  6.1804  -1.6099
H  -0.9217  6.2911  0.1202
H  -4.1758  5.0395  -1.3318
H  -3.7127  3.3387  -1.2803
H  -2.9311  4.4449  -2.4359
H  -0.1299  4.3647  -3.1659
H  1.1583  3.6175  -4.1174
H  1.1046  3.3618  -2.3716
H  -1.8514  3.2822  -4.6614
H  -1.8824  1.5171  -4.8462
H  -0.6091  2.4706  -5.6265
H  1.0409  0.8498  -2.6320
H  1.1806  1.0324  -4.3883
H  -0.1602  0.0988  -3.7068

Formally, the natural (NBO) partial charges of the atoms, in units of the elementary charge, are as follows: atom 1 (Mn): 1.0563, atom 2 (C): -1.1141, atom 3 (Si): 1.6266, atom 4 (C): -1.1309, atom 5 (C): -1.1143, atom 6 (C): -0.4608, atom 7 (C): -0.0970, atom 8 (C): -0.2305, atom 9 (C): 0.0907, atom 10 (N): -0.4474, atom 11 (C): 0.0913, atom 12 (S): 0.2829, atom 13 (H): 0.2541, atom 14 (H): 0.2414, atom 15 (H): 0.2432, atom 16 (H): 0.2595, atom 17 (H): 0.2457, atom 18 (H): 0.2489, atom 19 (H): 0.2545, atom 20 (H): 0.2450, atom 21 (H): 0.2467, atom 22 (H): 0.2317, atom 23 (H): 0.2467, atom 24 (H): 0.2349, atom 25 (Br): 0.1126, atom 26 (C): -0.0657, atom 27 (C): -0.2430, atom 28 (C): -0.1725, atom 29 (C): -0.2137, atom 30 (C): -0.1826, atom 31 (C): -0.1626, atom 32 (C): 0.7786, atom 33 (O): -0.5068, atom 34 (O): -0.5601, atom 35 (H): 0.2419, atom 36 (H): 0.2326, atom 37 (H): 0.2284, atom 38 (H): 0.2406, atom 39 (C): -0.6440, atom 40 (C): 0.3039, atom 41 (C): -0.6270, atom 42 (C): -0.6553, atom 43 (O): -0.8474, atom 44 (P): 2.5992, atom 45 (O): -1.0303, atom 46 (O): -0.9450, atom 47 (O): -0.8441, atom 48 (C): 0.3004, atom 49 (C): -0.6518, atom 50 (C): -0.6261, atom 51 (C): -0.6421, atom 52 (H): 0.2303, atom 53 (H): 0.2227, atom 54 (H): 0.2318, atom 55 (H): 0.2291, atom 56 (H): 0.2175, atom 57 (H): 0.2263, atom 58 (H): 0.2395, atom 59 (H): 0.2275, atom 60 (H): 0.2194, atom 61 (H): 0.2222, atom 62 (H): 0.2369, atom 63 (H): 0.2229, atom 64 (H): 0.2202, atom 65 (H): 0.2273, atom 66 (H): 0.2272, atom 67 (H): 0.2224, atom 68 (H): 0.2297, atom 69 (H): 0.2234

***

[2]
DFT (ωB97M-V/def2-TZVPD) results for C23H34ClN5O6PRhSTe as an isolated structure.

Computed properties:
- charge = 0
- highest occupied orbital energy (eV) = -7.35
- energy above the lowest of the compared OMol25 structures with the same formula, charge and spin (eV) = 0.000
- Kohn-Sham gap (eV) = 6.917
- strongest force on any atom (eV/A) = 0.4

Atoms and positions in Å:
Rh  1.3474  0.6535  1.1970
N  1.4658  0.8869  3.2986
C  2.6564  1.7053  3.6073
C  2.9711  2.6621  2.4522
O  3.7153  3.6018  2.6605
O  2.4345  2.3691  1.3183
H  0.6319  1.4729  3.3625
H  1.3624  0.1174  3.9503
H  3.5167  1.0465  3.7261
H  2.5270  2.2720  4.5286
S  -2.7765  -0.1523  0.0460
C  -3.0046  -1.1938  -1.2547
N  -2.3930  -0.9539  -2.4285
C  -2.4754  -1.8065  -3.6029
C  -2.7951  -3.2312  -3.1790
C  -4.0100  -3.2200  -2.2694
N  -3.7735  -2.2945  -1.1742
H  -1.7673  -0.1600  -2.4175
H  -1.5209  -1.7585  -4.1278
H  -3.2468  -1.4365  -4.2868
H  -1.9525  -3.6597  -2.6342
H  -2.9839  -3.8535  -4.0534
H  -4.1833  -4.2089  -1.8486
H  -4.8998  -2.9196  -2.8340
H  -4.2106  -2.4446  -0.2817
C  1.6464  5.9380  0.4002
C  0.9589  4.8418  -0.3759
O  0.2258  4.0422  0.5692
P  -0.4688  2.6643  0.1849
O  -0.5640  1.8820  1.4775
Te  0.8116  1.3262  -1.3403
O  -1.8543  3.0874  -0.4570
C  -2.7918  3.8652  0.3261
C  -3.9794  3.0200  0.7157
H  2.2421  6.5505  -0.2779
H  2.3099  5.5017  1.1477
H  0.9185  6.5802  0.8967
H  1.6905  4.2025  -0.8724
H  0.2645  5.2347  -1.1247
H  -3.0863  4.6997  -0.3109
H  -2.2874  4.2726  1.2039
H  -4.4310  2.5596  -0.1620
H  -4.7211  3.6547  1.2044
H  -3.6892  2.2217  1.3976
N  -2.3629  -5.3102  2.0247
C  -2.0273  -4.6931  0.8624
O  -2.3713  -5.1022  -0.2301
C  -1.2117  -3.4354  1.0013
C  -1.2906  -2.5992  2.1025
C  -0.5306  -1.4438  2.1132
N  0.2942  -1.1082  1.1224
C  0.3493  -1.9063  0.0464
C  -0.3833  -3.0697  -0.0482
H  -2.8346  -6.1965  1.9529
H  -1.8880  -5.0929  2.8820
H  -1.9671  -2.7924  2.9232
H  -0.6115  -0.7450  2.9341
H  1.0087  -1.5939  -0.7468
H  -0.3167  -3.6889  -0.9311
Cl  5.1459  -1.2617  -4.5279
C  4.5716  -1.0148  -2.9003
C  4.0112  -2.0711  -2.2084
C  3.5533  -1.8626  -0.9130
C  3.6357  -0.6122  -0.3037
C  3.1192  -0.3656  1.0731
C  4.2261  0.4298  -1.0275
C  4.6918  0.2378  -2.3146
H  3.9456  -3.0460  -2.6720
H  3.1400  -2.6988  -0.3598
H  3.8309  0.2561  1.6193
H  3.0137  -1.3150  1.6100
H  4.2887  1.4115  -0.5725
H  5.1390  1.0511  -2.8691

Formally, the Mulliken partial charges of the atoms, in units of the elementary charge, are as follows: atom 1 (Rh): 0.3356, atom 2 (N): -0.4186, atom 3 (C): -0.7039, atom 4 (C): 0.6150, atom 5 (O): -0.7355, atom 6 (O): -0.3553, atom 7 (H): 0.2944, atom 8 (H): 0.2293, atom 9 (H): 0.3484, atom 10 (H): 0.3929, atom 11 (S): -0.2083, atom 12 (C): -0.0605, atom 13 (N): 0.0256, atom 14 (C): -0.7213, atom 15 (C): -0.2601, atom 16 (C): -0.7519, atom 17 (N): -0.0544, atom 18 (H): 0.0126, atom 19 (H): 0.3931, atom 20 (H): 0.2991, atom 21 (H): -0.0084, atom 22 (H): 0.4049, atom 23 (H): 0.3977, atom 24 (H): 0.3625, atom 25 (H): 0.2741, atom 26 (C): -1.2884, atom 27 (C): -0.0160, atom 28 (O): -0.2920, atom 29 (P): 0.8768, atom 30 (O): -0.6465, atom 31 (Te): -0.2086, atom 32 (O): -0.2204, atom 33 (C): -0.1889, atom 34 (C): -1.1124, atom 35 (H): 0.3921, atom 36 (H): 0.2497, atom 37 (H): 0.3045, atom 38 (H): 0.1506, atom 39 (H): 0.3878, atom 40 (H): 0.3876, atom 41 (H): 0.2820, atom 42 (H): 0.2699, atom 43 (H): 0.4172, atom 44 (H): 0.2042, atom 45 (N): -0.3749, atom 46 (C): 0.0547, atom 47 (O): -0.5934, atom 48 (C): 0.8899, atom 49 (C): -0.9284, atom 50 (C): -0.7554, atom 51 (N): 1.0858, atom 52 (C): -0.9250, atom 53 (C): -0.8540, atom 54 (H): 0.2697, atom 55 (H): 0.1862, atom 56 (H): 0.4043, atom 57 (H): 0.4644, atom 58 (H): 0.5963, atom 59 (H): 0.4525, atom 60 (Cl): -0.2443, atom 61 (C): 0.3349, atom 62 (C): -0.8619, atom 63 (C): -0.0532, atom 64 (C): 0.2071, atom 65 (C): -1.3384, atom 66 (C): -0.0626, atom 67 (C): -0.7943, atom 68 (H): 0.4206, atom 69 (H): 0.4625, atom 70 (H): 0.7192, atom 71 (H): 0.4657, atom 72 (H): 0.2882, atom 73 (H): 0.4278

***

[3]
DFT (ωB97M-V/def2-TZVPD) results for a 2-piece molecular cluster, C23H34F3IN3O10P2S2 overall.

Computed properties:
- charge = +1
- highest occupied orbital energy (eV) = -10.94
- Kohn-Sham gap (eV) = 6.699
- strongest force on any atom (eV/A) = 3.5

Atoms and positions in Å:
C  6.4243  1.2432  0.0073
C  6.8372  -0.0102  -0.8491
C  5.6518  -0.9791  -1.2026
O  4.3541  -0.4906  -0.7872
C  3.3430  -1.3799  -1.1589
O  3.0984  -1.5008  -2.3333
C  2.5590  -2.1349  -0.0374
S  0.9347  -2.7876  -0.5843
N  0.2012  -1.3699  -1.2948
C  -1.0013  -0.9402  -1.0168
N  -1.7217  -1.6862  -0.0071
C  -2.2528  -0.7793  1.0828
C  -1.2252  -0.7924  2.2543
C  -0.8925  0.2612  3.2041
C  0.0833  0.1208  4.3061
C  0.8161  -1.1324  4.4952
C  0.4914  -2.2268  3.5500
C  -0.5033  -2.0824  2.4761
C  -2.7564  0.5942  0.5073
C  -3.4008  1.6145  1.5333
C  -2.8166  3.0661  1.4907
O  -1.7908  3.4334  1.9680
I  -3.9912  4.5704  0.4066
P  -4.2698  0.0914  -0.6035
P  -5.8765  -0.6785  0.6718
O  -6.3155  -2.0381  0.2359
O  -7.1771  0.3405  0.3961
O  -5.5545  -0.5544  2.2988
C  -1.7781  1.2498  -0.5708
C  -0.3367  1.6066  -0.0508
N  -1.6416  0.1681  -1.6138
C  -1.0814  0.6199  -2.8840
O  -1.9951  1.5849  -3.4642
C  -1.3166  2.3329  -4.4071
F  -2.2041  3.0532  -5.1417
F  -0.6520  1.5130  -5.2949
F  -0.4633  3.2319  -3.8110
O  7.5854  0.3972  -2.0280
C  8.7808  1.0032  -1.6744
O  9.6355  0.4679  -1.0188
C  9.1126  2.4666  -2.1706
S  7.6863  3.1943  -3.1131
H  5.8020  0.9114  0.8842
H  7.3141  1.7811  0.4510
H  5.9041  1.9871  -0.6498
H  7.5576  -0.6058  -0.2177
H  5.7151  -1.1905  -2.3111
H  5.8344  -1.9614  -0.6724
H  3.1691  -2.9954  0.3654
H  2.3636  -1.4316  0.8190
H  0.7841  -0.8718  -1.9767
H  -2.4774  -2.2393  -0.4183
H  -3.1730  -1.3249  1.4513
H  -1.3800  1.2545  3.1101
H  0.2700  0.9819  4.9978
H  1.5755  -1.2750  5.3068
H  1.0583  -3.1791  3.7042
H  -0.6643  -2.9845  1.8480
H  -3.3412  1.1341  2.5545
H  -4.5117  1.7287  1.3568
H  -3.9241  -1.0237  -1.4207
H  -6.8993  1.2694  0.5515
H  -5.5685  -1.4525  2.6862
H  -2.2678  2.1659  -0.9936
H  -0.0399  1.1735  0.9350
H  0.5003  1.3586  -0.7715
H  -0.2753  2.7283  0.0683
H  -0.0227  1.0027  -2.8564
H  -1.0736  -0.2607  -3.5958
H  9.3309  3.1511  -1.3126
H  10.0362  2.4421  -2.8098
H  8.1901  4.0841  -4.0361
C  -9.3505  -3.7071  1.4203
O  -8.5878  -2.9142  2.3201
H  -10.2751  -4.0019  1.9142
H  -9.5887  -3.1280  0.5249
H  -8.7879  -4.6027  1.1446
H  -7.7768  -2.6659  1.8625

Formally, the Mulliken partial charges of the atoms, in units of the elementary charge, are as follows: atom 1 (C): -1.1855, atom 2 (C): 0.3006, atom 3 (C): -0.6181, atom 4 (O): -0.2146, atom 5 (C): 0.4394, atom 6 (O): -0.5553, atom 7 (C): -0.3766, atom 8 (S): -0.0206, atom 9 (N): -0.0855, atom 10 (C): -0.3172, atom 11 (N): -0.2311, atom 12 (C): -1.0885, atom 13 (C): 0.6175, atom 14 (C): 0.1200, atom 15 (C): -0.8411, atom 16 (C): -0.5246, atom 17 (C): -0.7403, atom 18 (C): -0.8269, atom 19 (C): 1.9606, atom 20 (C): -0.1916, atom 21 (C): -0.2467, atom 22 (O): -0.4026, atom 23 (I): 0.0294, atom 24 (P): -0.2360, atom 25 (P): 0.9769, atom 26 (O): -0.6691, atom 27 (O): -0.5157, atom 28 (O): -0.4945, atom 29 (C): -0.8170, atom 30 (C): -1.4279, atom 31 (N): 0.4967, atom 32 (C): -0.9823, atom 33 (O): -0.3616, atom 34 (C): 0.8631, atom 35 (F): -0.2272, atom 36 (F): -0.2488, atom 37 (F): -0.2282, atom 38 (O): -0.3557, atom 39 (C): 0.4291, atom 40 (O): -0.4888, atom 41 (C): -0.4538, atom 42 (S): -0.2506, atom 43 (H): 0.3470, atom 44 (H): 0.3440, atom 45 (H): 0.3084, atom 46 (H): 0.2758, atom 47 (H): 0.3128, atom 48 (H): 0.3349, atom 49 (H): 0.5190, atom 50 (H): 0.2812, atom 51 (H): 0.3960, atom 52 (H): 0.3666, atom 53 (H): 0.5532, atom 54 (H): 0.1860, atom 55 (H): 0.3959, atom 56 (H): 0.3899, atom 57 (H): 0.3815, atom 58 (H): 0.4659, atom 59 (H): 0.4233, atom 60 (H): 0.2369, atom 61 (H): 0.1072, atom 62 (H): 0.3616, atom 63 (H): 0.3368, atom 64 (H): 0.8635, atom 65 (H): 0.1742, atom 66 (H): 0.4497, atom 67 (H): 0.4237, atom 68 (H): 0.4793, atom 69 (H): 0.5034, atom 70 (H): 0.2940, atom 71 (H): 0.3848, atom 72 (H): 0.1339, atom 73 (C): -0.5325, atom 74 (O): -0.5046, atom 75 (H): 0.2442, atom 76 (H): 0.2338, atom 77 (H): 0.2449, atom 78 (H): 0.2746